(1)
The following is a quantum chemistry calculation of a 10-piece molecular cluster, C14H48N16O10 overall, from OMol25.

The value obtained for the HOMO energy is -9.23 eV. The value obtained for the LUMO energy is -0.342 eV. As for the SMILES: NC(N)=O.NC(N)=O.NC(N)=O.NC(N)=O.NC(N)=O.NC(N)=O.NC(N)=O.NC(N)=O.CC(C)O.CC(C)O. Its relative energy (zero: lowest compared OMol25 entry of this formula, charge and spin) is 467.7 kJ/mol. The molar mass comes out at 600.64 g mol⁻¹. Its energy is -2190.883446 Ha. The calculation puts the HOMO-LUMO gap at 8.9 eV.

```
88
Properties=species:S:1:pos:R:3:forces:R:3
N -0.2453 -1.7767 -2.5549 0.7028 -0.4059 4.6840
C -0.4792 -1.5983 -3.7999 -0.8509 0.8752 -2.1963
N -0.1922 -2.7104 -4.4954 -0.2120 -0.9631 -2.4021
O -0.9264 -0.5512 -4.2518 0.0159 0.0216 -0.7431
H -0.1330 -2.7190 -2.2090 0.1054 0.5209 0.2253
H -0.3800 -0.9995 -1.9240 0.0912 -0.0493 0.5151
H -0.5158 -2.7087 -5.4522 0.3412 -0.3618 0.1628
H 0.2504 -3.5194 -4.0834 -0.1803 0.3227 -0.3625
N -1.8096 3.9746 -3.1692 -1.5760 2.1328 -4.7614
C -1.5353 3.3919 -2.0452 0.2673 -0.3942 -0.3994
N -1.7783 2.1103 -2.0326 -0.9459 -3.7816 0.8441
O -1.0266 4.0342 -1.1957 2.1843 1.6183 4.0767
H -1.2969 4.8179 -3.3840 -0.4395 -0.1314 0.1171
H -2.2235 3.4550 -3.9300 0.3551 0.2683 -0.0136
H -2.3527 1.6389 -2.7168 0.4344 0.1673 -0.0045
H -1.4034 1.5255 -1.2995 -0.2849 0.0586 0.0553
N 5.3128 1.5318 -0.7367 4.7909 -3.9466 -2.0736
C 4.8454 2.3596 0.1331 0.9715 -0.2763 -0.3031
N 3.6806 2.7014 -0.2065 -6.7933 2.4172 -0.1947
O 5.3925 2.8602 1.0533 2.7642 1.3665 3.2598
H 6.3207 1.5706 -0.7898 -0.0697 -0.5704 -0.0845
H 4.8355 0.9977 -1.4487 -0.2543 0.5684 -0.2293
H 3.1845 2.2576 -0.9661 -0.1846 0.7059 0.2880
H 3.3836 3.4635 0.3861 -1.1322 -0.1290 -0.5100
N -0.2697 1.3405 1.3618 -2.6204 2.0306 2.1224
C 0.1148 0.5740 0.3915 -0.4645 -0.0182 0.5100
N 1.3836 0.4806 0.3261 5.1384 -0.3807 -0.8136
O -0.6454 -0.0479 -0.3336 -1.8295 -1.2350 -1.4660
H 0.3215 1.9393 1.9204 -0.0751 -0.2803 -0.2386
H -1.2714 1.3952 1.4787 -0.1523 0.1974 0.3472
H 1.9360 1.0883 0.9141 0.2003 -0.3175 -0.2533
H 1.8607 -0.0427 -0.3941 -0.0010 -0.1265 0.0399
N 0.0127 -3.0046 1.6450 1.8594 2.8060 -1.7743
C -0.5563 -3.8358 2.4842 -1.8027 3.2292 5.7382
N -0.7962 -4.9985 1.9659 -0.9998 -4.0106 -0.9516
O -0.8953 -3.4416 3.6538 0.8051 -1.6370 -3.3074
H 0.2378 -3.2813 0.7001 -0.5809 0.2853 0.2437
H -0.2300 -2.0394 1.8172 0.4976 0.0810 -0.1141
H -1.6190 -5.4469 2.3427 0.3484 -0.3717 -0.0722
H -0.6109 -5.0856 0.9768 -0.4620 -0.3526 0.2742
N -0.6581 1.7689 6.6112 -0.7525 0.7630 1.6376
C -0.3585 1.4257 5.3437 1.7146 -0.9394 3.1825
N -1.1578 1.9465 4.4915 -2.5802 2.0143 -3.3932
O 0.5733 0.7052 5.1536 2.1232 -1.8048 -1.4467
H 0.0298 1.5528 7.3184 -0.3512 0.3386 -0.1088
H -1.3562 2.4936 6.6988 0.4338 -0.1602 0.9292
H -1.2781 1.5008 3.5932 -0.3946 0.1299 0.2262
H -1.8793 2.5371 4.8797 -0.1627 -0.3215 -0.8284
N 2.9779 -3.2810 -0.0167 -1.5603 -3.8381 0.7808
C 3.5980 -2.2530 -0.4917 -0.3664 0.6102 1.5930
N 4.7912 -2.1404 -0.0092 5.1864 0.5462 1.3148
O 3.0497 -1.4051 -1.0966 -2.1077 3.6142 -3.7891
H 1.9744 -3.2027 0.0667 0.6070 -0.4329 0.2908
H 3.6024 -3.8381 0.5487 -1.3711 -0.6471 0.2903
H 5.0377 -2.6596 0.8213 0.1494 0.2090 -0.2777
H 5.3088 -1.2810 -0.1256 -0.1980 -0.0116 -0.1668
N -2.9509 -1.8218 -0.5115 4.7154 2.9580 -2.8645
C -3.7084 -2.0864 0.4940 1.0055 -0.0946 0.8129
N -4.5207 -2.9471 0.0171 -6.5104 -5.3349 -1.0218
O -3.5824 -1.7502 1.6405 -0.1381 1.2320 2.1725
H -2.1356 -1.2467 -0.3547 0.2180 0.2213 -0.3791
H -3.1203 -2.2640 -1.4036 0.5662 0.7347 0.2776
H -4.4368 -3.2436 -0.9448 -0.3198 0.0866 0.5280
H -5.3754 -3.2757 0.4433 0.3805 0.2533 0.4417
C -4.7703 1.1581 3.7777 -2.3718 0.8346 -0.2820
C -4.1097 1.4250 2.4406 0.7560 1.3870 1.5190
C -3.7896 2.9482 2.1776 -0.6278 -0.6336 -0.3334
O -2.8913 0.7499 2.5109 1.5596 0.2275 -0.8435
H -4.2451 1.3581 4.7117 0.6007 0.0261 -0.4699
H -5.2571 0.1860 3.8555 0.4633 -0.2894 -0.1526
H -5.6197 1.8409 3.7593 -0.4119 0.1965 0.4677
H -4.6846 1.0206 1.6075 -0.3358 0.1938 -0.0017
H -3.3178 3.5502 2.9542 0.5981 -0.7745 0.3946
H -4.6635 3.5798 2.0184 -0.4678 -0.4885 -0.3991
H -3.1889 2.9752 1.2685 0.1120 0.2687 0.0230
H -3.0623 -0.1640 2.2718 0.0940 -0.9267 -0.1389
C 2.8798 -0.8450 -4.5924 0.4561 0.7195 -0.5395
C 3.3613 0.5068 -4.0260 -0.6644 -1.5646 -0.1494
C 2.2428 1.2336 -3.3578 -0.2586 0.6964 0.7624
O 4.4501 0.2730 -3.1187 0.1831 0.4307 -0.4171
H 2.4535 -1.5374 -3.8665 0.2499 0.1369 0.2385
H 3.7615 -1.2381 -5.0986 -0.0919 -0.5956 0.0413
H 2.1295 -0.6807 -5.3658 -0.1017 0.0700 0.0340
H 3.7071 1.0625 -4.8977 0.4055 0.2665 0.2390
H 1.7903 0.6564 -2.5515 -0.1349 -0.3772 -0.2244
H 1.4730 1.5274 -4.0713 -0.0465 -0.0563 0.0710
H 2.6075 2.1283 -2.8531 0.0864 0.3374 -0.3203
H 4.4382 -0.6496 -2.8535 -0.3005 -0.1452 0.0451
```
Positions in Å, forces in eV/Å.



(2)
The following is a quantum chemistry calculation of a 10-piece molecular cluster, C14H48N8O15 overall, from OMol25.

The value obtained for the HOMO energy is -9.50 eV. The value obtained for the LUMO energy is 0.017 eV. As for the SMILES: NC(N)=O.NC(N)=O.NC(N)=O.NC(N)=O.OCCO.OCCO.OCCO.OCCO.OCCO.O. Its relative energy (zero: lowest compared OMol25 entry of this formula, charge and spin) is 78.8 kJ/mol. The molar mass comes out at 568.58 g mol⁻¹. Its energy is -2128.924247 Ha. The calculation puts the HOMO-LUMO gap at 9.5 eV.

```
85
Properties=species:S:1:pos:R:3:forces:R:3
N 3.6416 0.7178 -2.9492 1.0398 -0.9007 -0.8869
C 3.8083 1.0379 -1.6246 -2.7122 1.1184 -1.9714
N 4.2267 0.0098 -0.9064 1.0551 -1.3038 3.1569
O 3.3264 2.0110 -1.0888 -0.0108 1.3066 -0.1250
H 3.3577 1.3208 -3.7137 0.1946 0.0961 0.7783
H 4.0546 -0.1856 -3.2035 -0.6168 0.7838 -0.2031
H 4.3088 0.3429 0.0722 0.0007 -0.4198 -0.4671
H 5.0709 -0.4143 -1.1869 0.9103 -0.7762 -0.5408
N -0.6420 -2.2717 -5.0422 -0.6719 0.7043 -2.1168
C -1.5421 -2.4906 -4.0908 -0.7054 -0.8690 3.4401
N -1.0036 -2.8846 -2.8494 0.5948 0.2534 -1.3104
O -2.7589 -2.3085 -4.1638 0.3415 0.1612 -0.6559
H -1.0089 -1.9166 -5.9284 0.3557 -0.2762 0.6682
H 0.3386 -2.3795 -4.9316 0.7023 -0.1158 0.3186
H 0.0088 -2.9286 -2.7857 -0.4270 -0.1554 0.2878
H -1.5752 -3.2541 -2.0964 0.1547 0.3617 -0.4522
N 0.3243 -3.3160 3.5616 0.4098 -0.0772 -0.3479
C 0.8565 -2.2320 4.2424 -0.3150 -2.0474 1.4712
N 0.2927 -1.0726 3.9564 0.0473 1.7746 -0.1159
O 1.6399 -2.3688 5.1560 1.1689 -0.2615 0.3830
H 0.5372 -4.2628 3.8837 -0.2239 0.9423 -0.1699
H -0.5057 -3.1172 3.0318 -0.0949 -0.4694 -0.0625
H -0.2409 -1.0264 3.1276 -0.7299 0.5685 -0.6393
H 0.6648 -0.2417 4.4016 -0.1354 -0.3260 -0.3299
N 3.5303 -4.0713 -3.0830 0.5995 -1.6690 2.1499
C 2.6885 -3.0397 -2.8340 -1.4418 1.4073 0.6675
N 2.3003 -2.8574 -1.4854 0.1202 0.0429 -1.2265
O 2.1890 -2.3614 -3.7334 0.4980 -0.1370 0.5999
H 4.3007 -3.9905 -3.7192 -0.2426 0.1785 -0.4109
H 3.7355 -4.6342 -2.2322 0.0924 0.6194 -1.2272
H 2.8299 -3.2446 -0.7270 0.3191 -0.2102 -0.1022
H 1.9045 -1.9555 -1.2328 -0.1307 -0.2406 -0.4763
O -3.0597 -2.4552 -0.4885 1.2432 -0.4098 0.3400
C -3.7827 -2.2023 0.6883 -0.0966 1.3917 0.2763
C -2.8400 -2.2959 1.8782 -0.3377 -0.2143 -0.0946
O -1.8188 -1.2901 1.9551 0.0824 -0.6737 -1.1589
H -3.5637 -2.5107 -1.2896 -0.8455 0.2181 -0.4140
H -4.2162 -1.1814 0.6819 0.0988 -0.5202 -0.1213
H -4.5979 -2.8984 0.8624 -0.1454 -0.3332 -0.0727
H -2.4032 -3.3019 1.8483 0.1886 0.0708 0.1272
H -3.4619 -2.2178 2.7727 0.2246 0.0990 0.0582
H -1.3342 -1.3026 1.0853 -0.3510 0.1403 0.2962
O -4.8845 0.5929 2.0299 -0.2135 -1.1782 -0.6171
C -3.6037 1.1517 2.0071 -0.2415 2.5905 0.3941
C -3.7837 2.7115 2.0421 3.5158 -0.2837 0.6856
O -4.4952 3.2785 1.0062 0.2804 0.4175 -0.3169
H -5.3109 0.9053 2.8090 -0.6996 0.2431 1.0020
H -2.9677 0.9755 2.9111 -0.5833 -0.5665 -0.7704
H -3.1637 0.8242 1.0582 0.1872 0.1116 0.3881
H -2.7198 3.0720 1.9498 -0.9675 0.0378 0.4184
H -4.1778 3.0341 3.0238 0.0537 -0.2701 -0.1072
H -5.1321 2.6056 0.8894 -1.8751 -0.8355 -0.9983
O 3.6457 3.9644 1.1213 0.4357 -0.4121 0.9721
C 3.6664 3.3415 2.4152 -0.3758 2.2774 -0.3392
C 3.5215 1.8947 2.3784 1.2130 -0.1599 0.6549
O 4.5695 1.3177 1.6056 -0.0144 -0.7186 -0.5313
H 4.2717 3.4369 0.6030 -0.3786 0.1224 -0.3064
H 4.6036 3.5640 2.9863 -0.4748 0.1786 -0.4421
H 2.8000 3.7121 2.9920 0.4497 0.2116 -0.2207
H 2.5866 1.5642 2.0007 -0.7170 -0.3848 -0.5094
H 3.6053 1.7060 3.4352 -0.0899 -1.2246 0.5311
H 5.4098 1.2308 2.0580 -0.1199 0.1980 0.4995
O -1.8777 0.3271 -2.6403 -0.6614 -1.4323 1.4167
C -1.2991 1.1630 -3.5570 0.4603 -0.0276 -1.2300
C -1.4036 2.5719 -3.2109 -1.1888 1.5447 1.3146
O -2.7581 3.0552 -3.3713 0.5045 0.0257 0.1472
H -1.9985 -0.5247 -3.0902 -0.4342 0.0473 0.3958
H -0.2530 0.9362 -3.6675 0.7935 -0.2725 -0.3137
H -1.8179 1.0444 -4.4955 0.0412 -0.0723 -0.7308
H -0.7297 3.1161 -3.8460 0.0534 0.5290 -0.5816
H -1.0690 2.7977 -2.1912 0.0453 -0.2517 0.0102
H -3.1955 3.1027 -2.5080 0.3069 -0.1161 -0.3387
O -0.7674 1.4313 1.9557 -0.7161 -0.6794 0.2448
C -0.3272 1.6521 0.6376 -1.2076 0.7712 0.1137
C 0.4976 0.5502 0.1483 -0.4281 -2.2841 -2.1420
O -0.3872 -0.5354 -0.3705 0.3591 0.3382 0.1518
H -1.3215 0.6207 1.8948 0.3803 0.5205 0.5439
H -1.2059 1.7239 -0.0832 0.8674 0.2090 0.7646
H 0.2069 2.5908 0.6512 0.2523 0.3201 -0.1562
H 1.1336 -0.0138 0.8658 -0.1553 1.0033 -0.3461
H 1.0026 0.9476 -0.7287 0.8509 -0.2000 0.1227
H -0.8269 -0.2753 -1.2281 0.3215 0.0192 0.9243
O 0.4950 3.3637 3.8803 0.0641 -0.2027 -0.2932
H -0.0952 3.6710 4.5757 -0.1040 -0.1487 -0.2431
H -0.0240 2.8424 3.2377 0.0024 0.1724 0.5187
```
Positions in Å, forces in eV/Å.



(3)
The following is a quantum chemistry calculation of a 10-piece molecular cluster, C14H48O10 overall, from OMol25.

The value obtained for the HOMO energy is -9.46 eV. The value obtained for the LUMO energy is 0.319 eV. As for the SMILES: CCO.CCO.CCO.CCO.CO.CO.CO.CO.CO.CO. Its relative energy (zero: lowest compared OMol25 entry of this formula, charge and spin) is 311.6 kJ/mol. The molar mass comes out at 376.53 g mol⁻¹. Its energy is -1314.440139 Ha. The calculation puts the HOMO-LUMO gap at 9.8 eV.

```
72
Properties=species:S:1:pos:R:3:forces:R:3
C -0.0642 0.8643 4.8734 0.3537 -0.4466 -0.0242
C -1.4981 0.5944 5.2900 0.5733 -0.4846 -0.7090
O -1.6561 0.9971 6.6329 -0.2653 0.2740 0.1104
H 0.6677 0.3259 5.4789 -0.1797 0.2186 0.3983
H 0.1100 1.9391 4.9316 0.2240 -0.0403 0.0022
H 0.1655 0.5023 3.8677 -0.4335 0.2347 -0.1827
H -1.7611 -0.4657 5.2009 0.1599 0.0331 -0.1832
H -2.1076 1.1487 4.5608 -0.4162 0.0782 0.4609
H -2.4298 0.5488 6.9847 -0.0020 0.1107 0.0778
C -1.0217 0.7340 -4.6861 -0.4813 1.0803 -0.2719
C -2.1883 1.0358 -3.7419 0.7081 -0.4338 -0.8854
O -1.6578 1.6007 -2.5381 -0.7160 -0.4243 -0.1556
H -0.2538 0.1271 -4.2120 -0.1144 -0.2543 -0.0931
H -0.5708 1.6729 -5.0165 0.1939 0.0222 0.2669
H -1.4026 0.3167 -5.6192 0.0518 -0.5052 0.2095
H -2.7205 0.0917 -3.5939 -0.0544 0.0802 0.5480
H -2.8878 1.7269 -4.2187 0.0357 0.1043 0.0334
H -2.4114 1.6522 -1.9387 0.3085 0.2037 0.2710
C 2.1637 -3.8726 -0.7221 -0.6723 -0.2165 -0.3610
C 2.9506 -2.6267 -0.4164 0.5596 0.3046 -0.3481
O 2.7588 -1.6993 -1.4775 -0.0833 0.4785 0.2550
H 1.1003 -3.6220 -0.6981 -0.0295 -0.1797 0.3058
H 2.3644 -4.7239 -0.0717 -0.0144 0.2232 0.2725
H 2.3042 -4.2413 -1.7407 0.4551 0.2635 -0.0364
H 4.0257 -2.8305 -0.3202 -0.0375 -0.1944 0.0474
H 2.6369 -2.1537 0.5190 -0.1412 -0.2419 0.0834
H 3.1536 -0.8503 -1.1686 -0.1852 -0.7962 -0.6889
C 3.3152 2.7561 -3.2349 -0.7940 0.1082 0.3873
C 2.0642 1.9870 -2.7952 0.0653 0.3425 -1.0726
O 0.9167 2.7834 -3.0805 0.0319 -0.0064 0.0448
H 4.2206 2.1613 -3.1235 0.0270 0.0868 0.3309
H 3.3134 3.6783 -2.6513 0.5369 0.0423 -0.0476
H 3.2588 3.0279 -4.2887 -0.2227 -0.0301 -0.0070
H 2.0488 1.7805 -1.7228 0.4237 -0.4203 -0.0730
H 2.0173 1.0925 -3.4249 -0.0319 -0.3918 0.5413
H 0.1418 2.2196 -2.9264 0.0050 0.3881 0.0607
C 1.4623 -2.9064 2.9544 0.4797 0.6062 0.1575
O 0.0865 -2.7515 2.7030 -0.1327 -0.3877 0.0595
H 1.8903 -1.9261 3.1975 0.2508 -0.0370 -0.0902
H 1.6767 -3.5370 3.8180 -0.5516 -0.1199 0.0533
H 2.0218 -3.3349 2.1199 -0.1428 -0.0066 -0.1221
H -0.0309 -1.9783 2.1286 0.0049 0.0407 0.0565
C -0.5011 -0.8166 -0.3426 -0.1558 0.8166 0.0084
O -0.2870 -0.4371 1.0068 0.2797 -0.7086 0.5620
H 0.1031 -0.1694 -0.9819 -0.0988 -0.2372 -0.3158
H -0.2208 -1.8545 -0.5008 0.1325 0.0230 0.2131
H -1.5620 -0.6972 -0.5854 0.0426 -0.0441 -0.2422
H -0.3717 0.5213 1.1317 -0.0316 -0.0257 -0.2183
C -3.7282 -2.4494 -1.9798 0.4115 -0.0224 -1.1247
O -4.7432 -3.4286 -2.0735 -0.0758 -0.2116 0.6244
H -2.8050 -2.9373 -1.6712 -0.1628 -0.1312 0.2642
H -3.5264 -2.0927 -2.9972 0.1032 0.3536 0.1112
H -3.9134 -1.5909 -1.3299 -0.3332 -0.1643 0.1551
H -5.5753 -3.0338 -2.3426 0.0571 0.1811 -0.0080
C 3.4852 0.8053 0.6311 -0.3983 0.6318 0.2371
O 4.1225 0.3907 -0.5723 0.2569 0.1823 0.4635
H 3.5206 0.0378 1.4032 0.0916 -0.2211 -0.2116
H 3.9031 1.7141 1.0683 0.2845 -0.0366 -0.1963
H 2.4400 1.0405 0.4156 -0.0721 -0.1928 0.0427
H 4.7985 1.0133 -0.8461 -0.0340 0.0433 0.0397
C 0.0605 3.3509 0.5205 -0.1030 -0.5618 -0.0383
O -0.5624 2.3048 1.3000 0.1002 0.8175 -0.0210
H 0.9578 3.7297 1.0119 -0.0071 -0.0002 0.0457
H 0.3297 2.9039 -0.4341 -0.0101 0.1859 -0.0804
H -0.6527 4.1599 0.3685 0.0937 0.0564 -0.1664
H -1.0309 2.7774 1.9955 -0.0840 -0.4375 0.1944
C -3.3919 0.0832 1.5924 0.2380 -0.3777 -0.0504
O -4.6737 0.6489 1.4165 -0.1168 0.5625 -0.1921
H -2.6755 0.5890 0.9466 -0.2795 0.1438 -0.1467
H -2.9908 0.1950 2.6034 -0.2042 -0.1352 0.0818
H -3.4096 -0.9714 1.3014 0.2135 -0.0454 0.2047
H -5.2725 0.3685 2.1111 0.1154 -0.1517 0.0816
```
Positions in Å, forces in eV/Å.